1.
C38H35ClN2Si2W | the ωB97M-V functional and the def2-TZVPD basis

Each line ends with the Löwdin spin population.
Cartesian coordinates (Å):
C  3.9841  0.0843  1.1672  0.006
C  3.5291  -0.4303  -0.0965  0.012
C  3.0000  0.6775  -0.8437  0.032
H  3.6759  -1.4475  -0.4713  0.004
C  3.0677  1.8532  -0.0269  0.015
C  3.6497  1.4807  1.2406  0.019
H  3.7938  2.1343  2.0937  0.006
H  4.4936  -0.4782  1.9504  0.001
H  2.6542  0.6497  -1.8767  0.009
H  2.8401  2.8690  -0.3362  0.002
W  1.8090  0.3828  1.0139  0.777
Si  -3.0596  -1.3575  0.4927  0.000
C  -2.4613  -2.4058  -0.9577  0.000
C  -3.0192  -2.5629  -2.2335  0.000
H  -3.9738  -2.0813  -2.4726  0.000
C  -2.2876  -3.3054  -3.1657  0.000
H  -2.7048  -3.4531  -4.1596  0.000
C  -1.0332  -3.8479  -2.8692  0.000
H  -0.4808  -4.4478  -3.5909  0.000
C  -0.4896  -3.6416  -1.6059  0.000
H  0.4685  -4.0604  -1.3157  0.000
C  -1.1757  -2.8910  -0.6721  0.000
H  -0.6818  -2.6824  0.2951  0.000
C  -1.9746  0.3276  0.4001  0.063
C  -0.5103  0.1550  0.5990  0.123
H  0.1205  -0.5718  0.0295  0.019
C  0.2259  1.9662  0.4945  0.114
H  0.7567  2.4830  -0.3411  0.009
C  -0.6061  2.6915  1.3878  0.283
H  -0.2642  3.6967  1.6485  0.013
C  -1.8981  2.3361  1.7299  0.027
H  -2.4332  2.9794  2.4311  -0.004
C  -2.6099  1.2351  1.3025  0.292
H  -3.6164  1.0322  1.6919  0.014
H  -0.2042  0.0623  1.6559  0.006
Si  -0.7492  1.2715  -0.8884  0.071
C  -1.4347  2.9848  -1.7791  0.003
C  -0.6626  3.5427  -2.8192  0.000
H  0.2918  3.0841  -3.1226  0.000
C  -1.0831  4.7041  -3.4988  0.000
H  -0.4889  5.0898  -4.3296  0.000
C  -2.2499  5.3705  -3.1111  0.000
H  -2.5712  6.2785  -3.6411  0.000
C  -2.9823  4.8734  -2.0141  0.001
H  -3.8689  5.4273  -1.6809  0.000
C  -2.5825  3.7001  -1.3522  0.002
H  -3.1915  3.3817  -0.4870  0.001
C  -0.6127  0.2394  -2.5667  0.002
C  0.5128  -0.5083  -2.9305  0.007
H  1.3078  -0.7113  -2.2006  0.005
C  0.6681  -1.0307  -4.2146  0.000
H  1.5520  -1.6493  -4.4236  0.000
C  -0.3376  -0.8189  -5.1793  0.003
H  -0.2355  -1.2438  -6.1749  0.000
C  -1.4956  -0.1126  -4.8462  0.000
H  -2.2953  0.0190  -5.5892  0.000
C  -1.6373  0.3504  -3.5389  0.003
H  -2.5829  0.8375  -3.2921  0.000
H  -4.1277  -1.8646  1.1664  0.000
Cl  -1.5924  -1.9701  2.1497  0.010
N  1.1226  0.7926  2.9535  0.029
C  1.4857  -0.1378  4.0050  0.000
C  1.2678  0.1469  5.3426  0.001
C  1.3232  -0.9324  6.2482  0.000
C  1.5228  -2.2306  5.8489  0.001
C  1.7726  -2.5119  4.4816  0.000
C  1.7966  -3.7844  3.9098  0.001
C  1.9727  -3.9358  2.5457  0.001
C  2.2170  -2.8067  1.7586  0.002
N  2.0203  -1.5324  2.2025  -0.002
C  1.8413  -1.4078  3.5771  0.000
H  0.1506  1.0867  3.0354  0.009
H  1.5510  1.7208  3.0096  0.007
H  1.0432  1.1616  5.6714  0.000
H  1.1860  -0.7241  7.3001  0.000
H  1.5156  -3.0568  6.5563  0.000
H  1.6317  -4.6426  4.5383  0.000
H  1.9385  -4.9338  2.0670  0.000
H  2.5058  -2.9484  0.7239  0.001

Results
ΔE to the lowest compared entry with this formula, charge and spin = 153.6 kcal/mol
2S+1 = 3
Max |F| = 0.1890 Eh/bohr
⟨S²⟩ = 2.03
Frontier orbital gap (alpha / beta) = 6.331 / 6.533 eV
Charge = +2

2.
C38H35FeGe2N4OS | the ωB97M-V functional and the def2-TZVPD basis

Each line ends with the Löwdin spin population.
Cartesian coordinates (Å):
Fe  1.2679  -0.2211  0.4681  1.222
C  4.6739  -0.0960  -2.3081  -0.001
C  4.0211  0.0310  -1.0656  0.002
N  2.8933  -0.5647  -0.8059  -0.011
C  2.3496  -1.3787  -1.7580  0.002
C  2.8875  -1.5229  -3.0493  0.000
C  4.0964  -0.8386  -3.2951  0.003
C  2.2226  -2.3341  -4.0023  0.000
C  1.0966  -2.9948  -3.6278  0.000
C  0.5921  -2.9252  -2.3042  -0.001
C  1.2006  -2.1502  -1.3549  0.002
N  0.8402  -1.9661  -0.0265  -0.003
C  0.1773  -2.8230  0.8070  -0.001
C  -0.1454  -4.1495  0.6377  0.007
C  -0.8276  -4.8452  1.6658  0.000
C  -1.1995  -4.2449  2.8328  0.007
C  -0.8651  -2.8841  3.0490  0.000
C  -1.1858  -2.1559  4.2171  -0.005
C  -0.7866  -0.8614  4.3398  -0.001
C  -0.0417  -0.2633  3.3052  -0.007
N  0.2588  -0.8970  2.2068  -0.031
C  -0.1611  -2.1923  2.0513  -0.002
H  5.6172  0.4084  -2.4658  0.000
H  4.4463  0.6295  -0.2682  0.000
H  4.5645  -0.9238  -4.2698  0.000
H  2.6237  -2.4264  -5.0045  0.000
H  0.5669  -3.5963  -4.3576  0.000
H  -0.3041  -3.4672  -2.0466  0.000
H  0.1383  -4.6607  -0.2709  0.000
H  -1.0648  -5.8920  1.5146  0.000
H  -1.7367  -4.7934  3.5969  0.000
H  -1.7463  -2.6394  5.0091  0.000
H  -1.0313  -0.2791  5.2173  0.000
H  0.3225  0.7539  3.3886  0.000
O  1.5040  1.7298  0.3821  -0.010
N  2.5909  2.3297  0.8933  0.000
C  2.8247  3.5821  0.4504  0.001
C  3.8818  4.3103  0.9182  -0.001
C  4.7161  3.7278  1.8775  0.001
C  4.4649  2.4551  2.3106  0.001
C  3.3790  1.6998  1.8088  0.003
S  3.0109  0.1008  2.2566  0.029
H  2.1123  3.9318  -0.2824  0.000
H  4.0466  5.3096  0.5442  0.000
H  5.5601  4.2801  2.2721  0.000
H  5.0937  1.9748  3.0468  0.001
C  0.2141  2.9286  -2.5400  -0.001
Ge  -0.9829  2.6746  -0.9953  -0.022
C  -0.6363  4.1400  0.2735  -0.001
C  -2.8182  3.0552  -1.6083  -0.012
Ge  -0.9515  0.3649  -0.1405  -0.107
C  -1.7857  -0.7245  -1.5569  -0.013
C  -2.3673  -1.9714  -1.3041  -0.004
C  -3.0079  -2.6885  -2.3082  0.001
C  -3.0620  -2.1817  -3.6009  -0.005
C  -2.4554  -0.9652  -3.8832  0.000
C  -1.8255  -0.2493  -2.8703  -0.006
C  -2.2810  0.4544  1.3334  -0.020
C  -2.2975  1.6005  2.1366  -0.006
C  -3.1534  1.7169  3.2258  0.000
C  -4.0101  0.6729  3.5510  -0.005
C  -4.0018  -0.4786  2.7765  0.000
C  -3.1472  -0.5848  1.6832  -0.006
H  0.6137  3.9465  -2.5516  0.000
H  -0.3403  2.7767  -3.4695  0.000
H  1.0488  2.2239  -2.5130  0.000
H  -0.1318  4.9600  -0.2453  0.000
H  -0.0184  3.8305  1.1188  0.000
H  -1.5888  4.5157  0.6530  0.000
H  -2.8836  4.0712  -2.0094  -0.002
H  -3.4999  2.9754  -0.7577  0.000
H  -3.1490  2.3531  -2.3754  0.000
H  -2.2953  -2.4166  -0.3176  0.000
H  -3.4610  -3.6472  -2.0808  0.000
H  -3.5694  -2.7342  -4.3829  0.000
H  -2.4740  -0.5706  -4.8926  0.000
H  -1.3457  0.6909  -3.1172  0.000
H  -1.6231  2.4180  1.9180  0.000
H  -3.1481  2.6218  3.8221  0.000
H  -4.6773  0.7561  4.4002  0.000
H  -4.6601  -1.3037  3.0233  0.000
H  -3.1733  -1.4983  1.1013  0.000

Results
ΔE to the lowest compared entry with this formula, charge and spin = 20.8 kcal/mol
2S+1 = 2
Max |F| = 0.0557 Eh/bohr
⟨S²⟩ = 0.96
Frontier orbital gap (alpha / beta) = 6.432 / 6.715 eV
Charge = 0

Look up the ΔE to the lowest compared entry with this formula, charge and spin of the second one.
20.8 kcal/mol